Here is 2 unconnected molecules or ions with the total composition C2H5ClO2S from the OMol25 dataset. Energies are from wB97M-V/def2-TZVPD.

Results
charge = 0
calculated total energy = -29601.8134 eV
energy relative to the best compared isomer or geometry (same formula, charge and spin) = 455.2 kJ/mol

Structure (XYZ):
```
11
C2H5ClO2S (wB97M-V/def2-TZVPD)
C -2.51761 -0.27462 0.01403
C 3.01192 0.10174 0.33738
O 0.11630 0.87478 0.35609
O -1.63554 -0.46574 -1.06879
S -0.27895 0.49110 -1.04699
Cl 3.71312 -0.81902 -0.86569
H -3.52258 0.01717 -0.31377
H -2.10630 0.33922 0.86490
H -2.48748 -1.27357 0.32685
H 1.97681 0.46370 0.37228
H 3.73030 0.54525 1.02371
```

=====

Here is a molecular structure, C38H62AlCl2N6O5PSeSi from the OMol25 dataset. Energies are from wB97M-V/def2-TZVPD.

Results
charge = 0
calculated total energy = -173756.4984 eV
energy relative to the best compared isomer or geometry (same formula, charge and spin) = 219.8 kJ/mol

Structure (XYZ):
```
117
C38H62AlCl2N6O5PSeSi (wB97M-V/def2-TZVPD)
Al -0.90486 -0.82197 0.40743
C -1.62669 -6.12245 1.74744
C -1.58831 -4.92258 2.44770
C -1.46303 -3.71512 1.78351
C -1.37722 -3.65644 0.38048
C -1.42924 -4.87347 -0.31943
C -1.54903 -6.07497 0.36206
N -1.23213 -2.44255 -0.26392
N -0.97758 -2.56702 -1.67108
C -1.60501 -1.68558 -2.43269
C -1.76269 -1.97722 -3.82853
C -2.64293 -1.29647 -4.62949
C -3.39462 -0.22059 -4.13809
C -3.11691 0.22055 -2.85623
C -2.18859 -0.43387 -2.07514
H -1.72396 -7.06599 2.26785
H -1.65987 -4.92033 3.52958
H -1.45099 -2.80279 2.36722
H -1.37371 -4.84709 -1.39671
H -1.58801 -6.99531 -0.20956
H -1.22982 -2.84461 -4.19919
H -2.77342 -1.62095 -5.65548
H -4.12911 0.28724 -4.74727
H -3.58793 1.10987 -2.47749
Cl -6.38350 0.01525 2.09480
C -4.76370 -0.66621 2.32374
Cl -4.11448 -1.37385 0.83925
H -4.82347 -1.44519 3.07415
H -4.10381 0.13253 2.64178
O 0.85976 -0.53556 0.34858
P 2.16196 -1.01195 0.97915
N 2.49734 -2.48858 0.38540
C 1.84890 -3.10891 -0.79032
C 3.00907 -3.82018 -1.46377
C 3.79448 -4.37478 -0.27506
C 3.65645 -3.29386 0.81019
N 3.24225 0.18256 0.63852
C 3.14027 0.85521 -0.67809
C 4.57922 0.90989 -1.22537
C 5.36658 -0.06475 -0.34595
C 4.66310 0.07762 0.99738
N 2.20072 -1.18191 2.59406
C 2.59894 -0.21724 3.62267
C 3.22306 -1.13321 4.66852
C 2.28050 -2.34712 4.67264
C 1.58705 -2.32717 3.29304
H 1.34047 -2.37744 -1.41136
H 1.09092 -3.82482 -0.46447
H 3.61572 -3.10445 -2.02626
H 2.67081 -4.59493 -2.14986
H 4.83978 -4.57623 -0.50700
H 3.34526 -5.30743 0.06797
H 4.55742 -2.68245 0.87215
H 3.49315 -3.73624 1.79628
H 2.71685 1.85359 -0.55384
H 2.46413 0.31039 -1.33588
H 4.98500 1.91735 -1.12093
H 4.61889 0.64913 -2.28180
H 6.43069 0.16409 -0.29882
H 5.25022 -1.08752 -0.71327
H 4.98014 1.00183 1.49438
H 4.83565 -0.74342 1.69244
H 1.71597 0.27919 4.03823
H 3.26540 0.54174 3.22290
H 3.30631 -0.65931 5.64553
H 4.22523 -1.42093 4.34252
H 1.53113 -2.24253 5.45663
H 2.81147 -3.28130 4.84829
H 0.51474 -2.16119 3.41081
H 1.71354 -3.24098 2.71490
C 0.27081 4.24114 0.49264
C -0.18829 3.09110 1.37531
C -1.18961 3.54740 2.42677
C 0.99515 2.43807 2.06493
O -0.82352 2.06792 0.57321
Si -1.27695 1.91512 -0.97169
O -1.70923 0.25351 -0.85831
O -0.05063 2.01300 -1.99959
C 0.20630 2.58946 -3.30288
C 1.65799 2.25812 -3.61053
C -0.00135 4.09611 -3.24328
C -0.72052 1.94869 -4.32054
O -2.48455 2.87498 -1.44196
C -3.73303 3.35470 -0.87723
C -4.16409 2.46454 0.27787
C -3.49840 4.79526 -0.44789
C -4.77970 3.34015 -1.98601
H 0.71014 5.02817 1.10761
H -0.56345 4.67293 -0.06370
H 1.02246 3.89774 -0.21981
H -0.70971 4.25003 3.11010
H -1.53913 2.69475 3.01047
H -2.04986 4.04396 1.98235
H 1.48188 3.15379 2.73092
H 1.72367 2.07963 1.34059
H 0.64685 1.59491 2.65971
H 2.31382 2.67628 -2.84499
H 1.94280 2.67803 -4.57613
H 1.79790 1.17665 -3.64722
H 0.68776 4.55755 -2.53432
H -1.02493 4.32868 -2.94912
H 0.18130 4.52962 -4.22793
H -0.66687 0.86035 -4.25971
H -0.44105 2.26042 -5.32886
H -1.75424 2.24484 -4.14299
H -3.41800 2.45469 1.07553
H -4.31738 1.44139 -0.07103
H -5.10769 2.81990 0.69391
H -2.72269 4.86377 0.31083
H -4.41521 5.22227 -0.03927
H -3.19243 5.39274 -1.30834
H -5.08616 2.32999 -2.25126
H -4.39559 3.84137 -2.87524
H -5.66867 3.87332 -1.64578
Se -1.69603 0.11094 5.01706
C -1.44945 -0.18013 3.29937
N -1.26430 -0.35688 2.15858
```

=====

Here is C13H20N2O2 in the gas phase from the OMol25 dataset. Energies are from wB97M-V/def2-TZVPD.

Results
SMILES = O=C(NC1CC1)[C@H]1CCC(=O)N1C1CCCC1
charge = 0
calculated total energy = -20881.1727 eV
energy relative to the best compared isomer or geometry (same formula, charge and spin) = 27.9 kJ/mol

Structure (XYZ):
```
37
C13H20N2O2 (wB97M-V/def2-TZVPD)
O 1.75874 0.87516 -1.61970
C 1.33451 0.07520 -0.81424
N 1.49208 0.19058 0.51993
C 2.14957 1.29659 1.13541
C 2.95612 1.07710 2.37818
C 1.65017 1.81734 2.44805
C 0.58141 -1.19495 -1.22918
C 1.33498 -2.47384 -0.80503
C 0.25453 -3.40708 -0.26484
C -0.95442 -2.51699 -0.03048
O -1.97513 -2.82696 0.54187
N -0.71290 -1.30619 -0.58670
C -1.78439 -0.32599 -0.66672
C -1.82816 0.62482 0.54735
C -2.42266 1.91197 -0.01111
C -1.74505 2.02256 -1.37310
C -1.75975 0.58790 -1.90915
H 1.08329 -0.50478 1.12724
H 2.50424 1.99021 0.38475
H 3.87350 1.63071 2.49831
H 2.99303 0.07992 2.79035
H 1.66573 2.88232 2.61662
H 0.81166 1.31730 2.90984
H 0.47252 -1.16299 -2.32136
H 2.06942 -2.24452 -0.03161
H 1.87071 -2.90334 -1.64910
H -0.03391 -4.16764 -0.99215
H 0.53954 -3.91882 0.65296
H -2.70246 -0.92509 -0.66415
H -2.40707 0.19894 1.36484
H -0.81841 0.82575 0.90087
H -2.22748 2.77168 0.62811
H -3.50146 1.80750 -0.13536
H -2.25212 2.71528 -2.04235
H -0.71482 2.35879 -1.24760
H -0.89896 0.40725 -2.54664
H -2.65660 0.41433 -2.50412
```

=====

Here is a molecular structure, C2H17N2O4 from the OMol25 dataset. Energies are from wB97M-V/def2-TZVPD.

Results
charge = +1
calculated total energy = -13506.0418 eV
energy relative to the best compared isomer or geometry (same formula, charge and spin) = 835.2 kJ/mol

Structure (XYZ):
```
25
C2H17N2O4 (wB97M-V/def2-TZVPD)
C -0.53234 0.90119 1.26013
N 1.96872 -2.08147 -0.09532
C -0.88617 -0.55754 0.99963
N -1.70291 -0.87129 -0.12369
H 0.00779 1.27939 0.39917
H 0.09041 0.90942 2.18199
H 2.66987 -2.71800 0.36627
H 1.35842 -2.64083 -0.60137
H -1.27915 -0.98500 1.91801
H 0.05331 -1.08599 0.89452
H -1.32290 -0.95174 -1.09606
H -2.71836 -0.22856 -0.10131
H -1.45738 1.47596 1.32534
H -4.83756 1.16322 -0.20301
H -3.75129 2.02920 -0.98957
O -3.87089 1.24794 -0.41495
H 2.36563 0.87079 0.59511
H 2.48646 1.37821 -1.62585
O 1.96427 0.88456 -0.97284
H 3.33174 0.42510 1.81519
H 2.45107 -1.40876 -0.77679
O 2.50350 0.76330 1.55799
H 1.13268 0.13738 -1.50859
H -0.12846 0.28613 -2.78759
O 0.10355 -0.22262 -2.01643
```

=====

Here is a molecular structure, C26H58CdF12N2O32P2S8 from the OMol25 dataset. Energies are from wB97M-V/def2-TZVPD.

Results
charge = -2
calculated total energy = -238840.1735 eV
energy relative to the best compared isomer or geometry (same formula, charge and spin) = 109.3 kJ/mol

Structure (XYZ):
```
141
C26H58CdF12N2O32P2S8 (wB97M-V/def2-TZVPD)
Cd -24.62345 14.49090 -15.94092
S -22.08493 14.13281 -16.10601
O -23.12376 13.97476 -17.09054
O -21.32836 12.90765 -16.02088
O -21.02861 15.03254 -16.45943
O -22.86660 14.44878 -14.97799
P -25.81950 14.74695 -12.44425
F -24.50238 13.89840 -12.08048
F -25.50134 14.74567 -14.07054
F -26.69166 13.42523 -12.63631
F -27.19344 15.58360 -12.78869
F -26.31239 14.78598 -10.93495
F -24.94641 16.10572 -12.32338
P -26.17552 11.94719 -16.10951
F -27.40975 11.71300 -17.10469
F -25.76883 10.39711 -15.73730
F -25.15478 11.84008 -17.35880
F -24.89765 12.52353 -15.20541
F -26.36213 13.55644 -16.37145
F -27.32084 12.10321 -14.92869
C -31.01428 19.28352 -9.30984
C -31.45103 18.40663 -10.51338
N -30.57885 18.55215 -11.67683
C -30.52978 19.86186 -12.36864
C -31.96952 20.14332 -12.99588
C -30.74182 17.34812 -12.57040
C -29.85843 17.11374 -13.79828
H -31.18145 20.30023 -9.66544
H -29.96356 19.19812 -9.03268
H -31.64210 18.99344 -8.46735
H -31.58578 17.39901 -10.12013
H -32.47978 18.74892 -10.62573
H -30.25525 20.66514 -11.68491
H -29.72471 19.89118 -13.10289
H -32.58049 20.61127 -12.22398
H -32.01061 20.75517 -13.89702
H -32.50597 19.21571 -13.19551
H -31.74645 17.41757 -12.98754
H -30.86214 16.44871 -11.96652
H -30.03713 16.16343 -14.30136
H -28.80480 17.28652 -13.57898
H -30.24132 17.92638 -14.41564
C -26.58053 18.40156 -16.17261
C -26.12364 16.99274 -15.75028
N -25.37364 16.20342 -16.75373
C -26.24602 15.96780 -17.96517
C -25.61599 15.00044 -18.96566
C -24.20258 17.03501 -17.18506
C -23.35704 17.35594 -15.90446
H -27.66621 18.48126 -16.11743
H -26.19551 18.73335 -17.13686
H -26.19513 19.24117 -15.59414
H -25.58873 17.07711 -14.80432
H -26.99199 16.38283 -15.50111
H -26.46987 16.96620 -18.34093
H -27.20006 15.50760 -17.70804
H -24.65175 15.37062 -19.31395
H -26.35598 14.96563 -19.76523
H -25.50215 13.97150 -18.62445
H -23.58113 16.40156 -17.81802
H -24.44807 17.94932 -17.72531
H -22.27810 17.46038 -16.01890
H -23.69748 18.22189 -15.33671
H -23.38316 16.63197 -15.09004
C -30.47464 12.03672 -13.16092
C -29.96451 13.05514 -12.17020
O -31.00007 13.91110 -11.83354
S -32.22192 13.92630 -12.97386
O -32.31482 15.18254 -13.71389
O -33.40925 13.19910 -12.58138
O -31.35370 12.83937 -13.90555
H -30.99361 11.22300 -12.65433
H -29.73375 11.64079 -13.85549
H -29.14425 13.65978 -12.55710
H -29.56250 12.64640 -11.24315
C -23.50373 12.32237 -9.35814
C -24.70123 11.51852 -9.85265
O -25.75237 11.86636 -8.97950
S -25.24406 12.45539 -7.47111
O -25.69888 11.54196 -6.38744
O -25.50905 13.91417 -7.41652
O -23.61000 12.28745 -7.94738
H -23.53530 13.33677 -9.75577
H -22.51022 11.95856 -9.62021
H -24.41426 10.47052 -9.76628
H -24.99702 11.70486 -10.88508
C -21.58871 15.80675 -11.77802
C -21.09251 17.17909 -12.16921
O -19.67566 16.99543 -12.35254
S -19.01202 16.08002 -11.20324
O -18.72044 16.85765 -10.01609
O -18.00382 15.14002 -11.69572
O -20.44489 15.28326 -11.06992
H -21.74824 15.18687 -12.66029
H -22.45733 15.92421 -11.13010
H -21.13605 17.94682 -11.39668
H -21.52679 17.54994 -13.09763
C -22.93531 9.88681 -14.04275
C -23.81258 10.21574 -12.95455
O -23.14738 9.79694 -11.78088
S -21.47252 9.69275 -11.98876
O -20.94577 8.36513 -11.70967
O -20.86359 10.78569 -11.22668
O -21.61533 10.00672 -13.58946
H -23.08543 10.53519 -14.90599
H -23.07643 8.86753 -14.40226
H -24.80852 9.78365 -13.05219
H -23.89619 11.29614 -12.83677
C -27.24792 20.01779 -10.43843
C -26.94996 18.74498 -11.17907
O -25.60646 18.82441 -11.61732
S -25.09863 20.33664 -11.92475
O -25.43567 20.69037 -13.27046
O -23.74599 20.66351 -11.47603
O -26.27024 20.94556 -10.88423
H -27.35963 19.88623 -9.36218
H -28.22882 20.45317 -10.62920
H -27.62474 18.60459 -12.02350
H -26.95055 17.84844 -10.55912
C -29.14391 15.73642 -9.90789
C -28.52991 14.71521 -8.98036
O -28.96892 14.94303 -7.66134
S -29.24826 16.61204 -7.44065
O -28.18634 17.21919 -6.69523
O -30.63801 16.78686 -7.08299
O -29.04473 16.84398 -9.14147
H -30.21713 15.55667 -9.97103
H -28.75778 15.85467 -10.92033
H -27.44820 14.84252 -8.93815
H -28.68635 13.66051 -9.20672
C -24.28642 16.49556 -8.32388
C -24.36301 17.91115 -8.89906
O -23.51761 18.64212 -8.06889
S -22.16808 17.76578 -7.64617
O -21.55843 18.06259 -6.35862
O -21.30008 17.39118 -8.75501
O -23.17619 16.45368 -7.52886
H -24.18411 15.69857 -9.06037
H -25.14349 16.39376 -7.65815
H -25.35952 18.34620 -8.82284
H -23.95778 18.05915 -9.90005
```